11 unconnected molecules or ions with the total composition C96H205N11O12 in a non-equilibrium geometry, computed with wB97M-V/def2-TZVPD.

Geometry as XYZ:
```
324
Properties=species:S:1:pos:R:3:forces:R:3:mulliken_charge:R:1
C 8.733111 -1.339038 -1.850288 -0.57 -0.49 0.47 -1.978
C 7.724712 -1.678512 -0.678855 1.40 0.23 -2.08 2.144
C 8.291936 -0.899756 0.459344 -1.51 0.18 1.91 -1.807
C 7.199154 -0.838577 1.576524 0.05 -0.46 -0.21 -0.935
C 5.900153 -0.208583 1.021773 1.79 1.70 0.48 -0.680
C 5.315258 -0.957031 -0.134084 -0.22 -0.64 -1.01 4.038
N 6.447300 -1.012930 -1.120170 0.01 -0.89 0.78 0.098
O 5.988157 -1.770140 -2.232498 -0.19 0.03 -0.47 -0.495
C 4.687658 -2.329175 0.243691 1.43 -0.55 -0.93 -0.739
C 4.229246 -0.133752 -0.780143 -0.20 1.35 1.81 -1.638
C 7.672864 -3.190650 -0.480469 -0.03 -0.58 0.16 -1.852
H 8.502873 -0.342452 -2.189764 -0.33 0.31 -0.42 0.479
H 8.728662 -2.053193 -2.673646 -0.09 0.06 0.02 0.334
H 9.734312 -1.235794 -1.455666 0.40 -0.45 0.15 0.441
H 9.277114 -1.223586 0.793188 -0.20 -0.59 0.10 0.467
H 8.475418 0.084175 0.074288 -0.11 0.91 0.00 0.530
H 7.529104 -0.359976 2.489275 0.19 0.72 0.02 0.571
H 6.942732 -1.832026 1.978073 0.23 -0.13 -0.48 0.217
H 6.197776 0.812840 0.614984 -0.46 -0.92 0.53 0.118
H 5.229311 -0.031584 1.860051 -0.47 -0.15 -0.13 -0.920
H 5.155084 -3.071270 -0.444612 -0.84 0.33 0.44 0.182
H 5.033411 -2.599119 1.220164 0.01 -0.33 0.79 0.205
H 3.598170 -2.429720 0.212538 0.18 0.41 -0.15 -0.620
H 3.690410 -0.626500 -1.548981 -0.50 -0.63 -0.66 1.271
H 3.558103 0.107218 0.085921 0.15 -0.06 -1.07 -1.074
H 4.615076 0.814286 -1.162704 0.10 -0.06 0.01 0.117
H 8.661330 -3.683617 -0.526713 -0.18 0.61 0.06 0.452
H 7.115787 -3.606474 -1.315936 -0.15 -0.18 0.01 0.439
H 7.208239 -3.529902 0.459781 0.08 0.31 -0.32 0.158
H 6.044863 -1.161921 -2.980908 0.01 -0.06 0.18 0.362
C -0.413003 8.404694 3.856760 1.14 -1.38 0.71 -1.681
C -1.182625 7.800758 2.623075 -0.61 0.63 1.58 1.942
C -0.525463 6.447921 2.304515 0.10 -0.03 0.06 -1.110
C -1.302115 5.599604 1.279733 -1.39 1.85 1.97 0.347
C -2.731885 5.397930 1.869434 0.37 -0.23 -0.65 -0.514
C -3.452981 6.700189 2.292537 -0.37 -1.03 -0.26 1.744
N -2.539719 7.489725 3.137628 0.04 -0.73 0.04 0.127
O -3.197576 8.676261 3.563542 0.03 0.08 0.10 -0.519
C -4.005264 7.504577 1.117023 -1.73 1.72 0.58 -1.619
C -4.701896 6.273685 3.149376 0.88 -0.29 -0.71 -1.747
C -1.108049 8.723345 1.393702 -1.33 0.96 -0.06 -1.869
H -0.595916 9.387786 4.216058 -0.76 1.27 -0.65 0.430
H 0.695912 8.409148 3.654470 -0.95 -0.31 0.15 0.222
H -0.610414 7.854151 4.838758 0.34 -0.09 -1.58 0.391
H 0.482700 6.657008 1.970796 0.38 0.12 -0.36 0.056
H -0.369012 5.889303 3.248065 -0.41 0.14 -0.34 0.325
H -0.813463 4.676172 1.212249 0.61 -1.35 -0.55 -0.576
H -1.386132 6.106294 0.324676 0.22 -0.10 -0.27 0.307
H -2.666533 4.699013 2.734306 -0.10 0.41 -0.50 0.347
H -3.340948 4.945990 1.059958 0.04 -0.04 0.63 -0.117
H -4.433536 8.385248 1.688640 0.52 -0.45 -1.01 0.400
H -3.314360 7.919450 0.373837 -0.13 -0.51 0.22 0.320
H -4.936494 7.108521 0.629701 1.13 -0.26 0.31 0.356
H -5.297939 7.176180 3.348753 -0.09 -0.61 0.09 0.509
H -5.260975 5.471516 2.608356 0.15 0.92 0.20 0.108
H -4.340358 5.784223 4.057155 -0.09 0.34 0.19 0.465
H -1.252185 8.155466 0.499514 -0.03 -0.50 -0.61 0.444
H -0.109799 9.084697 1.342872 0.91 0.62 -0.07 0.481
H -1.839912 9.602409 1.256388 1.07 -1.30 0.99 0.195
H -3.440234 8.469523 4.477058 0.14 0.13 -0.21 0.369
C -5.344825 -7.062111 -0.863790 1.28 -0.06 0.35 -1.530
C -5.559837 -5.576192 -1.194735 -0.39 1.08 1.19 1.682
C -4.265569 -4.815742 -1.047384 3.11 -2.39 2.51 -0.270
C -4.137496 -3.553266 -1.759791 -0.26 1.61 -1.98 -0.029
C -4.456162 -3.775748 -3.268836 -0.64 -0.10 1.14 0.127
C -5.952094 -4.159290 -3.318814 1.28 -1.08 -1.43 2.227
N -5.948198 -5.438866 -2.574510 -0.44 -0.10 -0.59 0.165
O -7.259747 -5.900951 -2.619724 -1.83 -1.43 -0.57 -0.592
C -6.930071 -3.030297 -3.016896 0.77 0.96 2.17 -1.154
C -6.191845 -4.606067 -4.769762 0.64 0.28 -0.35 -2.084
C -6.663437 -4.999472 -0.261977 -0.10 -1.94 1.03 -1.536
H -6.286706 -7.654092 -0.705743 0.98 0.55 -0.34 0.467
H -4.727355 -7.071508 0.080820 -0.82 -0.24 -0.70 0.317
H -4.647999 -7.475542 -1.648551 -0.97 0.05 0.64 0.238
H -3.940741 -4.685678 0.066936 -0.97 -0.24 -1.64 0.404
H -3.399601 -5.498720 -1.414908 -1.31 0.88 0.34 -0.491
H -3.176112 -3.103083 -1.563759 0.55 0.06 -0.19 0.360
H -4.850670 -2.785598 -1.445383 -0.06 -0.10 0.33 -0.369
H -3.867643 -4.572272 -3.769029 -0.27 0.36 0.57 -0.375
H -4.388114 -2.898443 -3.862219 0.51 1.10 -0.32 -0.565
H -7.968969 -3.308269 -3.013496 -0.40 -0.35 -0.54 0.479
H -6.793098 -2.620166 -1.984458 0.06 -0.31 -0.60 0.056
H -6.742837 -2.141363 -3.633412 -0.10 -0.57 -0.35 -0.148
H -5.840428 -3.879520 -5.516929 -0.10 0.12 0.36 0.182
H -5.605786 -5.499582 -4.917656 0.20 -0.40 -0.17 0.528
H -7.205612 -4.842014 -5.001420 -0.86 -0.09 0.02 0.463
H -6.280295 -4.788558 0.772885 -0.32 0.07 -1.04 0.257
H -7.430366 -5.815520 -0.171425 0.55 0.87 0.18 0.384
H -7.187922 -4.192909 -0.725705 -0.07 0.78 0.08 0.221
H -7.217937 -6.861939 -2.788736 0.12 0.67 -0.07 0.399
C -1.166593 0.550002 -4.518729 -0.72 1.70 -0.36 -1.317
C -2.464429 1.400416 -4.672138 1.01 0.23 0.04 1.465
C -2.323959 2.334511 -5.857947 -0.15 0.12 -0.35 -0.947
C -2.474865 1.663897 -7.206911 0.80 -0.46 -0.29 -0.592
C -3.810391 0.903201 -7.300638 0.63 1.04 1.09 -1.679
C -3.983613 -0.066371 -6.097220 1.48 -1.32 -1.26 1.940
N -3.686912 0.637334 -4.860712 -0.81 0.36 0.99 -0.002
O -3.776923 -0.321142 -3.786359 0.50 -0.10 -0.97 2.307
C -5.376295 -0.666337 -6.074723 -0.95 3.95 -2.00 -1.041
C -3.037193 -1.289064 -6.248370 0.15 0.31 -0.25 -1.369
C -2.511217 2.289144 -3.409480 0.12 -0.46 -0.39 -1.431
H -0.945349 0.094041 -5.456699 0.49 -0.63 -0.23 0.539
H -1.236802 -0.095249 -3.681317 -0.21 -1.08 0.51 0.074
H -0.392591 1.263800 -4.267192 0.42 0.09 -0.16 0.021
H -3.124624 3.102972 -5.876718 0.45 -0.15 0.55 0.397
H -1.339996 2.813054 -5.771110 -0.27 0.18 -0.09 0.102
H -1.669634 0.945188 -7.438283 -0.07 0.17 0.37 0.239
H -2.267861 2.483840 -7.908499 -0.78 -0.40 -0.43 0.520
H -3.879711 0.426996 -8.245320 0.00 -1.04 -0.74 0.425
H -4.618516 1.613921 -7.325284 -0.56 0.47 0.35 0.428
H -5.493448 -1.529563 -5.568373 -0.04 -2.72 2.18 -0.433
H -6.035957 0.131624 -5.659887 0.02 -0.70 -0.24 0.092
H -5.722507 -0.912510 -7.100664 0.30 0.42 0.36 0.478
H -3.365784 -1.943646 -7.040927 -0.30 -0.17 -0.40 0.534
H -2.009960 -1.013866 -6.485394 -0.11 -0.13 0.12 0.253
H -3.087957 -1.862070 -5.328735 0.28 -0.05 0.13 -0.051
H -1.530626 2.809526 -3.312630 -1.00 -0.08 -0.14 -0.055
H -2.627054 1.647732 -2.546987 -0.07 -0.07 0.46 0.067
H -3.357611 2.973201 -3.460832 0.16 0.25 0.07 0.550
H -4.283605 0.203086 -3.190075 -1.03 0.36 1.21 -1.018
C 2.930392 -7.921515 1.688435 -1.01 1.53 0.56 -1.960
C 1.622814 -7.260471 2.205571 0.01 0.50 1.10 1.987
C 2.043192 -5.915334 2.931346 -0.33 0.40 0.38 -1.581
C 2.487040 -4.802596 1.932535 -0.14 -0.98 -0.76 0.895
C 1.271815 -4.448954 1.109488 -1.23 -1.21 0.10 -0.008
C 0.824510 -5.689502 0.364654 -1.77 -0.36 -0.73 2.939
N 0.509508 -6.843608 1.301212 1.22 -0.96 -0.59 0.132
O 0.073258 -8.004027 0.495390 -0.73 1.42 1.60 -0.411
C -0.599052 -5.417136 -0.252068 0.96 -1.22 -0.19 -2.038
C 1.802033 -6.073627 -0.718166 0.33 -2.12 -0.75 -0.793
C 1.034292 -8.227324 3.263468 -2.09 0.87 -0.46 -2.053
H 3.497504 -8.246724 2.528008 0.18 -0.53 0.92 0.523
H 3.566238 -7.195722 1.255387 0.60 0.56 -1.03 0.516
H 2.769257 -8.742566 1.062535 -0.22 -1.27 -1.14 0.395
H 1.200082 -5.493267 3.567987 0.81 -0.72 -0.77 0.209
H 2.847227 -6.206769 3.613803 0.02 0.23 0.03 0.446
H 3.256431 -5.246469 1.230219 -0.57 0.84 0.92 0.101
H 2.854563 -3.856009 2.295694 0.61 -0.08 0.98 -0.391
H 1.389704 -3.653636 0.373855 0.27 0.04 0.14 -1.229
H 0.354436 -4.225908 1.689515 0.79 0.47 0.36 -0.536
H -0.749606 -6.287177 -0.907306 -0.51 0.34 0.11 0.217
H -1.351620 -5.409157 0.537134 0.08 -0.03 0.00 0.471
H -0.690519 -4.519893 -0.847564 0.29 0.37 -0.06 0.238
H 1.602451 -7.175885 -0.986763 0.44 1.72 -0.03 -0.305
H 1.617100 -5.506460 -1.624524 0.05 0.15 -0.17 0.240
H 2.879368 -6.012973 -0.461738 -0.73 0.13 -0.09 0.122
H 0.624850 -9.194836 2.890057 0.26 0.90 -0.18 0.366
H 0.210175 -7.641731 3.740923 0.28 -0.75 -0.31 0.369
H 1.691837 -8.482294 4.051574 1.16 -0.05 0.68 0.426
H 0.837465 -8.367958 0.070428 0.94 -0.28 -0.43 0.280
C -5.229765 2.263779 0.038634 0.59 -1.85 0.00 -1.413
C -6.553284 1.633632 -0.344714 -0.22 0.35 -1.07 1.821
C -7.671328 2.236108 0.481482 -0.18 0.19 1.21 -1.255
C -9.059539 1.950826 -0.114323 0.14 2.44 0.22 -0.895
C -9.100700 2.345775 -1.606598 -0.40 -0.47 0.94 -1.496
C -7.989207 1.760295 -2.493986 -1.27 1.34 0.94 1.643
N -6.793518 2.088673 -1.734356 0.58 -0.05 -0.31 -0.276
O -5.656629 1.712846 -2.502621 -0.08 -2.85 1.48 0.292
C -8.310197 0.292057 -2.889191 0.65 0.50 0.26 -0.804
C -7.985388 2.729457 -3.706137 -0.94 -1.98 -0.23 -2.180
C -6.399925 0.113898 -0.144723 0.74 1.20 1.44 -1.458
H -5.033322 3.149181 -0.521085 0.22 0.64 -0.36 0.379
H -4.503808 1.444343 -0.198490 0.06 1.29 0.31 -0.387
H -5.217781 2.476942 1.097120 0.15 -0.02 0.40 0.564
H -7.587838 1.813146 1.513480 -0.16 0.14 -0.63 0.344
H -7.460137 3.334145 0.645768 -0.45 -0.94 -0.57 0.404
H -9.826953 2.535956 0.497593 0.79 -0.82 -0.98 0.370
H -9.304036 0.930867 -0.059256 -0.28 -1.53 0.44 0.463
H -8.991235 3.409376 -1.694345 -0.25 0.70 0.09 0.540
H -10.068024 2.034999 -1.995083 -0.14 0.17 -0.28 0.388
H -7.350408 -0.278940 -2.896618 -0.79 0.40 -0.66 -0.411
H -8.888469 -0.174099 -2.043459 0.06 0.32 -1.22 0.256
H -8.836520 0.375071 -3.905836 0.63 -0.86 1.63 0.435
H -7.564822 3.687253 -3.524004 0.33 0.76 0.44 0.362
H -7.456225 2.213778 -4.462294 0.99 -0.21 -1.20 0.470
H -8.994295 2.821417 -4.126461 0.03 0.14 0.32 0.551
H -5.969083 0.074963 0.898256 -0.15 -0.54 -1.07 0.352
H -5.737254 -0.335234 -0.883992 0.05 -0.01 0.13 -0.178
H -7.331841 -0.380515 -0.096769 -1.09 -0.73 -0.19 0.632
H -5.472005 2.397037 -3.084107 0.39 2.23 -1.61 0.080
C 6.380571 4.190562 4.967693 -0.19 0.71 0.09 -2.047
C 6.487006 4.688837 3.493932 -1.09 -1.55 -0.25 2.103
C 5.900608 3.618128 2.519906 1.40 0.62 -0.86 -1.963
C 4.414594 3.547980 2.281116 0.14 1.67 0.52 1.303
C 3.897936 4.987036 1.990220 -1.39 -0.34 -0.33 -1.296
C 4.361426 5.988121 3.065742 -1.00 0.87 -1.73 2.516
N 5.806158 5.901596 3.121384 -0.27 -0.06 0.44 0.222
O 6.178206 6.895773 4.024364 0.29 0.51 1.41 -0.527
C 4.126903 7.448965 2.502465 -0.90 -0.62 0.80 -1.869
C 3.557322 5.728389 4.344506 0.59 -1.67 0.76 -1.477
C 7.943221 4.874056 3.108758 0.15 -0.98 -0.66 -1.984
H 7.093719 3.414824 5.216277 0.47 -0.12 -0.33 0.464
H 5.434879 3.790368 5.321579 -0.48 -0.01 -0.57 0.306
H 6.572271 5.026819 5.626575 0.26 0.27 0.21 0.468
H 6.413281 3.772841 1.566570 -0.13 0.26 -0.22 0.368
H 6.318361 2.695257 2.837404 0.10 -1.23 0.48 0.530
H 4.013314 3.115306 3.166599 -0.95 -0.19 0.83 -0.062
H 4.176899 2.872194 1.489257 -0.05 -0.45 -0.75 -0.117
H 2.764915 5.083858 1.851857 1.27 -0.47 0.64 -0.415
H 4.231764 5.281957 0.995822 0.53 0.13 -0.02 -0.003
H 4.768406 7.665801 1.673011 0.70 -0.11 -0.40 0.441
H 3.132211 7.469477 2.085565 -0.64 0.09 -0.06 0.330
H 4.198012 8.280982 3.222153 0.06 -0.64 -0.02 0.351
H 2.647195 6.314451 4.444228 0.03 0.13 -0.21 0.302
H 3.277549 4.620866 4.435323 0.24 1.51 -0.21 0.115
H 4.211553 5.911723 5.200051 -0.28 0.28 0.11 0.378
H 8.529574 5.527586 3.709934 0.19 0.48 1.11 0.450
H 7.983463 5.362654 2.113535 0.05 -0.90 0.20 0.457
H 8.396767 3.854402 3.188345 0.05 0.89 -0.59 0.337
H 6.824356 7.392631 3.551290 0.72 0.77 -0.43 0.361
C 1.654592 -1.026559 6.999304 2.71 -1.14 1.14 -1.715
C 2.461951 -1.913266 5.991842 -0.90 1.25 -2.15 1.375
C 2.549615 -1.222258 4.556448 0.46 -1.74 -0.66 0.757
C 3.566364 -0.066098 4.537444 -0.18 0.21 0.77 -0.272
C 4.905675 -0.650714 4.936385 2.39 1.08 -1.39 -1.842
C 4.949856 -1.270466 6.290399 0.14 -0.48 1.10 2.390
N 3.832616 -2.247378 6.355592 -1.21 -0.34 1.19 0.150
O 3.674114 -2.865631 7.650493 1.12 -0.44 -0.25 -0.492
C 6.204731 -2.133541 6.467442 0.27 -0.86 0.39 -1.742
C 4.959971 -0.247040 7.425477 -1.01 -2.56 0.99 -1.828
C 1.689495 -3.202429 5.702874 -0.25 0.38 -2.22 -1.911
H 1.624530 -1.592507 7.965663 -0.44 0.46 -0.73 0.484
H 0.675118 -0.822119 6.679343 -1.21 0.29 -0.52 0.463
H 2.226927 -0.122473 7.233962 -0.53 0.09 -0.24 0.271
H 2.868851 -2.078322 3.833095 0.06 1.36 1.11 -0.761
H 1.522372 -1.076001 4.205171 0.08 0.93 0.30 0.192
H 3.304516 0.626096 5.360983 -0.16 -0.01 -0.43 0.496
H 3.682229 0.573976 3.644807 -0.46 -0.65 0.07 -0.575
H 5.790947 0.110415 4.831544 -1.65 -0.93 0.48 0.178
H 5.270709 -1.434815 4.267208 -0.58 -0.05 -0.49 0.302
H 5.923219 -3.153074 6.850087 0.42 1.18 -0.07 0.325
H 6.717753 -2.294218 5.538882 0.08 -0.17 -0.78 0.382
H 6.966414 -1.648943 7.088536 -0.32 -0.20 0.26 0.334
H 4.998362 -0.972842 8.326551 0.06 1.98 -0.79 0.464
H 5.788122 0.405268 7.354300 1.12 0.43 0.16 0.512
H 4.074924 0.354060 7.401562 -0.53 0.34 0.38 0.321
H 2.347162 -3.834256 5.092251 -0.06 0.03 0.15 0.390
H 0.803195 -2.970293 5.005889 1.00 -0.35 1.34 0.069
H 1.404957 -3.787078 6.538385 -0.47 -0.28 0.98 0.566
H 3.402061 -2.214213 8.312835 0.06 0.27 -0.29 0.363
C 4.709877 3.661814 -1.655688 -0.13 -1.42 -0.61 -1.268
C 4.087210 3.792137 -3.029175 -1.94 -0.36 0.60 1.846
C 3.509747 2.449768 -3.578345 3.22 0.15 -0.18 -1.485
C 2.326247 2.007219 -2.825333 0.02 -0.50 0.58 1.449
C 1.266832 3.028836 -2.989389 -1.07 -0.18 -1.04 0.214
C 1.647681 4.369568 -2.437941 -0.78 0.40 -0.42 2.330
N 2.953237 4.722093 -2.978749 -0.39 1.61 -0.60 0.080
O 3.275628 5.989932 -2.309912 0.84 -0.68 -0.46 -0.579
C 0.676602 5.404221 -2.975403 -0.94 0.78 -1.21 -2.269
C 1.504094 4.433631 -0.948354 1.29 0.33 2.76 0.285
C 5.096075 4.363853 -3.950271 2.25 1.19 0.24 -1.845
H 5.615133 3.099586 -1.823479 0.66 -0.08 0.44 0.709
H 4.095538 3.107259 -0.942735 0.08 0.26 -0.03 -0.554
H 4.891498 4.666170 -1.369361 0.41 0.69 0.89 0.598
H 3.301670 2.502814 -4.668434 0.15 0.16 0.59 0.341
H 4.392026 1.734253 -3.426777 -1.17 0.61 -0.43 0.169
H 2.605845 1.833023 -1.773478 -0.40 -0.23 -0.29 -1.592
H 1.992553 1.123153 -3.327294 -0.33 -1.09 0.28 0.252
H 0.292985 2.693462 -2.606406 0.36 0.23 0.26 -1.064
H 1.111385 3.128494 -4.089512 0.03 0.11 0.51 0.642
H 1.120191 6.379375 -2.749068 -0.35 -0.06 -0.13 0.681
H 0.587847 5.313294 -4.103949 -0.05 0.12 1.29 0.315
H -0.344350 5.380511 -2.494203 1.01 -0.28 -0.51 0.114
H 0.794962 3.731081 -0.552081 -0.60 -0.68 -0.17 -0.536
H 2.450425 4.187658 -0.372406 -0.99 0.50 -0.75 -1.009
H 1.108335 5.404199 -0.556371 0.71 -0.47 -0.51 0.510
H 4.669118 4.756240 -4.869908 0.05 -0.46 -0.27 0.438
H 5.953585 3.660451 -4.069265 -0.78 0.29 -0.45 0.380
H 5.614815 5.244588 -3.462336 -0.60 -0.69 -0.37 0.407
H 3.862435 6.457246 -2.932692 -0.51 -0.30 0.18 0.424
C -0.229653 0.332320 -0.239980 -3.55 0.19 -0.08 0.499
C -0.079199 0.651510 1.259197 -0.25 0.89 0.19 2.344
C -0.902636 1.838025 1.781685 -0.75 -0.79 0.24 -1.017
C -2.418995 1.492988 1.935263 1.57 0.27 -2.60 1.817
C -2.475446 0.448602 2.951969 -0.06 -0.63 2.93 -1.992
C -1.768863 -0.825458 2.556558 1.29 -0.93 -0.64 2.499
N -0.383183 -0.450112 2.147675 -0.09 -0.41 0.45 0.254
O 0.284270 -1.583080 1.634227 -0.66 -0.34 -0.72 2.098
C -1.589875 -1.860811 3.663381 1.01 -0.62 -0.54 -1.836
C -2.629871 -1.511164 1.511035 -1.06 -1.27 -0.17 -1.039
C 1.372968 1.012142 1.515662 0.29 -0.14 -2.24 -1.058
H -0.527266 -0.714041 -0.380455 -0.04 0.26 0.01 -0.818
H 0.611784 0.469603 -0.821163 2.27 0.33 -0.84 -0.116
H -1.002390 0.979096 -0.792491 0.69 -0.82 1.03 -0.642
H -0.385377 2.214251 2.659970 -0.47 -0.23 0.75 0.766
H -0.731761 2.612676 1.112502 -0.05 1.51 -1.67 -0.723
H -2.665634 1.071081 0.901220 -0.21 0.86 1.33 -1.246
H -3.060561 2.334475 2.192074 0.16 0.11 -0.27 0.180
H -3.479954 0.172802 3.290174 -0.10 0.08 -0.22 0.235
H -1.986280 0.907838 3.847525 -0.25 -0.61 -0.26 0.305
H -0.826669 -1.582285 4.390175 -0.46 0.26 0.35 0.108
H -2.552216 -2.094582 4.018956 -1.21 0.19 1.35 0.713
H -1.299496 -2.877412 3.310315 0.23 0.84 -0.43 0.050
H -2.126751 -2.102101 0.751066 0.50 -0.03 0.12 -0.213
H -3.365873 -2.233988 1.991609 0.80 0.97 -0.43 0.361
H -3.206158 -0.776182 0.993638 -0.61 0.35 -0.58 -0.158
H 1.522085 1.238635 2.519972 0.33 0.23 1.91 1.107
H 1.654831 1.926390 0.927826 -0.07 -0.90 0.21 -0.632
H 1.954138 0.121898 1.218564 0.16 0.69 0.14 -0.451
H 0.959642 -1.772193 2.268711 0.69 -0.28 0.72 -0.639
C -0.203907 -9.688109 -2.836023 -1.16 -0.04 1.33 -1.034
O -0.565872 -8.298911 -2.741792 1.42 -0.47 0.09 -0.066
C -1.638205 -7.925380 -3.574956 -0.88 -3.01 -0.79 -1.103
C -1.712242 -6.484383 -3.845475 -0.49 1.31 -0.42 0.518
N -0.506288 -6.054811 -4.573419 0.59 0.17 1.08 -0.373
C -0.632858 -4.601046 -4.852334 -0.01 -0.32 0.15 -1.232
C -0.384382 -3.605034 -3.699988 -2.79 -0.43 -0.82 1.868
O 0.927286 -3.655598 -3.358748 2.41 0.60 -0.27 -0.504
C 1.340646 -2.764537 -2.349042 -0.56 -1.23 1.82 0.152
H 0.740806 -9.966785 -2.301084 -0.87 0.78 -0.50 0.223
H -0.234300 -10.091294 -3.815237 0.83 0.31 -1.66 0.452
H -1.030922 -10.310659 -2.458303 0.12 0.22 0.88 0.367
H -2.584840 -8.362260 -3.115706 0.73 0.69 -0.62 0.297
H -1.480453 -8.424070 -4.598163 -0.34 0.47 1.20 0.428
H -1.949069 -5.864872 -2.972890 0.48 -0.20 0.45 -0.265
H -2.630192 -6.291582 -4.443572 0.59 -0.40 -0.21 0.177
H 0.285996 -6.343916 -3.933284 -0.85 0.96 -1.19 0.345
H -1.676022 -4.548769 -5.178787 -0.03 0.55 0.13 0.235
H -0.073445 -4.182847 -5.727036 0.13 -0.97 0.64 0.378
H -1.007609 -3.797845 -2.797097 0.03 -0.06 -0.46 -0.463
H -0.809213 -2.683659 -4.169808 0.86 0.27 0.64 -0.491
H 2.353384 -2.964895 -1.998071 0.22 -0.46 -0.58 0.195
H 0.726757 -3.025751 -1.443703 0.18 0.91 -0.59 -0.322
H 1.335417 -1.712986 -2.575747 -0.60 0.54 -0.46 0.296
```
Forces are in eV/Å.

HOMO level, eV: -8.3
ΔE to the lowest compared entry with this formula, charge and spin, kcal/mol: 130.1
Spin multiplicity: 1
SMILES: CC1(C)CCCC(C)(C)N1O.CC1(C)CCCC(C)(C)N1O.CC1(C)CCCC(C)(C)N1O.CC1(C)CCCC(C)(C)N1O.CC1(C)CCCC(C)(C)N1O.CC1(C)CCCC(C)(C)N1O.CC1(C)CCCC(C)(C)N1O.CC1(C)CCCC(C)(C)N1O.CC1(C)CCCC(C)(C)N1O.CC1(C)CCCC(C)(C)N1O.COCCNCCOC
E_LUMO, eV: 0.4186
Calculated total energy, Ha: -5285.29319
Kohn-Sham gap, Eh: 0.3215